10
Properties=species:S:1:pos:R:3 method="wB97M-V/def2-TZVPD" smiles=NCC[S-] total_charge=-1 largest_force_ev_per_a=4.42 total_energy_ev=-14496.216
N 1.487 -0.143 0.018
C 0.289 0.581 -0.155
C -1.020 -0.213 -0.060
S -1.269 -1.235 1.575
H 1.254 -1.150 -0.181
H 1.815 0.268 0.805
H 0.275 1.531 0.497
H 0.146 0.897 -1.289
H -1.065 -0.939 -0.905
H -1.911 0.402 -0.305